Entry 1:
The following is a quantum chemistry calculation of C26H30N3O3S2Si2Sn as an isolated structure at a distorted geometry, from OMol25.

The geometry in XYZ format:
```
67
Properties=species:S:1:pos:R:3
Sn 0.14 -0.16 0.90
C 2.87 -0.41 -1.54
Si 2.79 0.17 0.30
C 3.91 -0.80 1.52
C 3.36 1.98 0.30
C 4.75 2.12 0.41
C 5.37 3.35 0.38
C 4.59 4.49 0.21
C 3.22 4.36 0.07
C 2.58 3.12 0.11
Si 0.69 3.30 -0.03
C 0.09 3.94 1.65
C 0.30 4.41 -1.53
H 3.72 -1.07 -1.71
H 3.00 0.46 -2.17
H 1.97 -0.93 -1.86
H 4.70 -1.34 1.00
H 3.35 -1.53 2.11
H 4.38 -0.11 2.22
H 5.36 1.24 0.53
H 6.44 3.42 0.48
H 5.06 5.46 0.19
H 2.64 5.26 -0.07
H 0.68 4.80 1.97
H 0.19 3.18 2.42
H -0.95 4.25 1.63
H 0.71 5.40 -1.39
H -0.77 4.51 -1.69
H 0.73 4.00 -2.44
O -7.67 2.03 0.13
C -7.42 0.72 -0.03
O -8.31 -0.08 -0.09
C -5.99 0.29 -0.13
C -5.73 -0.87 -0.85
C -4.46 -1.40 -0.89
C -3.42 -0.80 -0.17
C -3.67 0.38 0.52
C -4.94 0.92 0.54
N -2.14 -1.35 -0.11
C -2.04 -2.62 0.00
C -0.76 -3.31 0.06
C -0.74 -4.70 0.17
C 0.49 -5.35 0.26
C 1.64 -4.58 0.23
C 1.52 -3.21 0.12
N 0.36 -2.59 0.03
H -6.89 2.59 0.10
H -6.55 -1.34 -1.37
H -4.26 -2.28 -1.49
H -2.88 0.84 1.10
H -5.12 1.82 1.13
H -2.92 -3.25 0.11
H -1.66 -5.26 0.21
H 0.54 -6.42 0.36
H 2.62 -5.03 0.30
H 2.40 -2.58 0.11
C 0.86 -0.75 6.05
O 0.09 -1.40 5.06
C -0.04 -0.85 3.88
S 0.66 0.62 3.45
S -0.94 -1.75 2.77
H 0.79 -1.37 6.95
H 0.46 0.25 6.25
H 1.90 -0.67 5.73
N -1.31 1.81 -1.23
C -0.50 1.76 -0.33
H -2.01 1.10 -1.42
```

Net charge: +1
Kohn-Sham gap, eV: 6.35
E_LUMO, eV: -4.097
Largest force on an atom, eV Å⁻¹: 1.8
Energy relative to the best compared isomer or geometry (same formula, charge and spin), eV: 1.518
Highest occupied orbital energy, eV: -10.447
Calculated total energy, hartree: -2988.22337

***

Entry 2:
The following is a quantum chemistry calculation of a 6-piece molecular cluster, C12H21N5O overall at a distorted geometry, from OMol25.

The geometry in XYZ format:
```
39
Properties=species:S:1:pos:R:3
C 0.94 -4.07 -1.55
C -0.44 -3.73 -0.95
N -1.51 -3.64 -0.48
H 0.69 -3.87 -2.65
H 1.72 -3.26 -1.15
H 0.91 -5.05 -1.19
C 2.43 3.29 0.66
C 3.01 2.43 1.78
N 3.47 1.74 2.61
H 1.85 2.65 0.04
H 1.75 4.01 0.84
H 3.26 3.49 -0.12
C -1.53 2.83 -1.43
C -1.33 2.94 0.09
N -1.33 2.96 1.24
H -1.38 1.72 -1.73
H -2.44 3.05 -1.56
H -0.74 3.37 -1.94
C 4.60 -0.38 0.22
C 3.90 -1.78 0.63
N 3.43 -2.81 0.86
H 5.12 -0.16 1.07
H 5.27 -0.27 -0.66
H 3.91 0.26 0.19
C 0.09 -0.99 1.27
C 0.52 -0.30 -0.05
N 0.82 0.19 -0.97
H -0.26 -0.11 1.83
H -0.84 -1.63 1.10
H 1.07 -1.48 1.79
C -3.31 0.34 -0.21
C -4.43 -0.43 0.50
O -5.58 -0.36 -0.34
H -2.50 0.47 0.45
H -3.77 1.35 -0.40
H -3.07 -0.19 -1.13
H -4.59 -0.02 1.56
H -4.09 -1.51 0.70
H -5.62 -1.03 -0.93
```

Kohn-Sham gap, eV: 10.80
E_LUMO, eV: 0.502
Largest force on an atom, eV Å⁻¹: 12.6
SMILES string: CC#N.CC#N.CC#N.CC#N.CC#N.CCO
Highest occupied orbital energy, eV: -10.301
Calculated total energy, hartree: -818.65352

***

Entry 3:
The following is a quantum chemistry calculation of a 2-piece molecular cluster, C2H8O2 overall at a distorted geometry, from OMol25.

The geometry in XYZ format:
```
12
Properties=species:S:1:pos:R:3
C -2.08 -0.62 0.33
O -1.39 0.48 0.94
H -2.11 -0.54 -0.75
H -1.44 -1.49 0.50
H -3.06 -0.74 0.79
H -1.96 0.90 1.59
C 2.36 0.38 -0.74
O 1.16 -0.34 -0.36
H 2.14 1.41 -1.01
H 2.98 0.41 0.17
H 2.76 -0.16 -1.59
H 0.64 0.30 0.13
```

Kohn-Sham gap, eV: 10.82
E_LUMO, eV: 0.854
Largest force on an atom, eV Å⁻¹: 1.3
Energy relative to the best compared isomer or geometry (same formula, charge and spin), eV: 0.770
SMILES string: CO.CO
Highest occupied orbital energy, eV: -9.971
Calculated total energy, hartree: -231.43403

***

Entry 4:
The following is a quantum chemistry calculation of a single C3H6S molecule at a distorted geometry, from OMol25.

The geometry in XYZ format:
```
10
Properties=species:S:1:pos:R:3
S 1.88 -0.29 -0.19
C 0.36 -0.52 0.41
C -0.45 0.58 -0.13
C -0.88 -0.67 -0.34
H 2.10 1.15 0.01
H 0.28 -0.79 1.42
H -0.60 1.30 0.98
H -0.31 1.24 -0.86
H -1.76 -1.24 0.12
H -0.61 -0.76 -1.44
```

Kohn-Sham gap, eV: 9.82
E_LUMO, eV: 0.949
Largest force on an atom, eV Å⁻¹: 12.0
Energy relative to the best compared isomer or geometry (same formula, charge and spin), eV: 3.453
SMILES string: SC1CC1
Highest occupied orbital energy, eV: -8.871
Calculated total energy, hartree: -515.93892

***

Entry 5:
The following is a quantum chemistry calculation of a single C25H26N4O4 molecule at a distorted geometry, from OMol25.

The geometry in XYZ format:
```
59
Properties=species:S:1:pos:R:3
O -4.13 -2.45 0.58
C -3.84 -1.35 1.02
N -2.60 -1.05 1.49
C -1.51 -1.99 1.43
C -0.28 -1.42 0.73
O 0.82 -1.47 1.25
N -0.49 -0.79 -0.44
C -1.73 -0.77 -1.13
C -2.43 0.43 -1.28
C -3.62 0.42 -1.99
C -4.04 -0.78 -2.54
N -3.36 -1.91 -2.44
C -2.24 -1.91 -1.74
C 0.63 -0.18 -1.17
C 1.85 -1.13 -1.04
O 1.78 -2.25 -1.50
N 2.96 -0.57 -0.53
C 4.14 -1.36 -0.22
C 5.41 -0.54 -0.52
C 6.10 -0.31 0.84
C 5.00 -0.51 1.87
C 4.19 -1.67 1.29
C 0.87 1.25 -0.76
C 1.08 2.21 -1.74
C 1.32 3.53 -1.40
C 1.36 3.91 -0.07
C 1.15 2.96 0.92
C 0.91 1.64 0.58
C -4.78 -0.22 1.05
C -6.09 -0.17 0.65
C -6.50 1.16 0.85
C -5.42 1.82 1.35
O -4.37 1.00 1.47
H -2.43 -0.14 1.87
H -1.19 -2.29 2.43
H -1.88 -2.87 0.90
H -2.05 1.34 -0.84
H -4.20 1.32 -2.11
H -4.96 -0.84 -3.11
H -1.71 -2.85 -1.69
H 0.36 -0.21 -2.23
H 2.87 0.30 -0.04
H 4.07 -2.27 -0.82
H 5.14 0.41 -0.98
H 6.07 -1.07 -1.21
H 6.88 -1.06 0.99
H 6.56 0.68 0.90
H 4.38 0.39 1.94
H 5.39 -0.73 2.86
H 4.72 -2.60 1.45
H 3.19 -1.75 1.70
H 1.05 1.93 -2.78
H 1.48 4.27 -2.17
H 1.54 4.94 0.20
H 1.18 3.24 1.96
H 0.77 0.90 1.35
H -6.66 -0.99 0.27
H -7.47 1.57 0.65
H -5.28 2.84 1.64
```

Kohn-Sham gap, eV: 9.46
E_LUMO, eV: 0.432
Largest force on an atom, eV Å⁻¹: 1.3
Energy relative to the best compared isomer or geometry (same formula, charge and spin), eV: 1.382
SMILES string: O=C(NCC(=O)N(c1cccnc1)[C@H](C(=O)NC1CCCC1)c1ccccc1)c1ccco1
Highest occupied orbital energy, eV: -9.030
Calculated total energy, hartree: -1488.28839

***

Entry 6:
The following is a quantum chemistry calculation of a 2-piece molecular cluster, C3H4N2O3 overall at a distorted geometry, from OMol25.

The geometry in XYZ format:
```
12
Properties=species:S:1:pos:R:3
C -1.71 -0.32 0.01
C 0.44 -0.71 -0.18
C 0.83 0.61 -0.30
H -2.56 -0.88 0.24
H -2.06 0.09 -0.98
H -1.35 0.23 0.99
H 0.75 2.29 0.98
N 2.60 -0.65 0.11
N 2.17 0.56 -0.27
O -0.63 -1.34 -0.22
O 1.47 -1.55 -0.15
O 0.06 1.67 -0.23
```

Kohn-Sham gap, eV: 7.27
E_LUMO, eV: -1.328
Largest force on an atom, eV Å⁻¹: 5.9
Energy relative to the best compared isomer or geometry (same formula, charge and spin), eV: 7.802
Highest occupied orbital energy, eV: -8.599
Calculated total energy, hartree: -451.69302